C4H5ClN2O | wB97M-V/def2-TZVPD

Results
* structure (SMILES): O[C@@]1(Cl)C=NC=CN1
* E_HOMO: -8.19 eV
* lowest unoccupied orbital energy: 0.225 eV

The geometry in XYZ format:
```
13
Properties=species:S:1:pos:R:3:nbo_charge:R:1
O 1.51255 1.01009 1.15693 -0.67
C 1.01284 0.06357 0.34666 0.37
Cl 2.36212 -0.58897 -0.68474 -0.10
C 0.22893 -0.96581 1.09147 0.01
N -0.87502 -1.50802 0.64636 -0.36
C -1.53712 -0.92353 -0.37626 -0.16
C -1.14530 0.29257 -0.89812 0.01
N 0.11721 0.73168 -0.75808 -0.58
H 1.69926 1.86660 0.59884 0.48
H 0.54556 -1.17338 2.02883 0.19
H -2.62634 -1.19940 -0.52922 0.21
H -1.70438 0.66794 -1.75517 0.22
H 0.40969 1.72663 -0.86749 0.39
```